C3H9N2O | the ωB97M-V functional and the def2-TZVPD basis

Values from the calculation:
Charge: +1
HOMO level in eV: -14.80
E_LUMO in eV: -3.582
SMILES: C[C@@H]([NH3+])C(N)=O

XYZ file:
```
15
Properties=species:S:1:pos:R:3:forces:R:3
C -0.38179 -0.97497 -1.58818 1.5 -0.4 0.4
C 0.48014 -0.52159 -0.36412 -0.7 -0.6 0.2
N 1.39516 0.51960 -0.86589 0.0 3.6 -0.8
C -0.39716 0.17027 0.69222 0.6 0.2 0.1
N -0.56549 -0.40835 1.88515 -0.8 0.3 1.3
O -0.83680 1.26897 0.41949 0.0 0.1 -0.2
H -0.70352 -1.99787 -1.39418 -0.5 0.2 -0.1
H -1.17868 -0.27120 -1.83761 0.0 -0.2 0.3
H 0.30776 -1.04584 -2.44768 -0.4 -0.1 0.2
H 1.06930 -1.29011 0.13967 0.0 -0.2 -0.6
H 2.25798 0.83300 -0.40690 0.3 -1.3 0.1
H 1.48767 0.56118 -1.88777 0.6 -0.9 0.2
H 0.92000 1.44943 -0.76663 -0.9 -0.5 0.3
H -1.09464 0.13648 2.55471 -0.2 0.3 -0.3
H -0.19052 -1.20274 2.37758 0.5 -0.4 -1.1
```
Positions in Å, forces in eV/Å.

The natural (NBO) scheme yields these atomic charges, measured in e: -0.618, -0.136, -0.694, 0.650, -0.793, -0.604, 0.260, 0.259, 0.216, 0.237, 0.457, 0.449, 0.466, 0.424, 0.428